Entry from the OMol25 dataset: a single C7H9N molecule in a non-equilibrium geometry (wB97M-V/def2-TZVPD).

Last columns: bonded neighbours and bond lengths (Å).
Positions of all 17 atoms, in Å:
1 C 2.818 0.003 -0.052  C2 1.491, H9 1.101, H10 1.102, H11 1.153
2 C 1.334 -0.064 0.077  C1 1.491, C3 1.492, C6 1.356
3 C 0.494 1.166 0.002  C2 1.492, C4 1.429, H12 1.091
4 C -0.817 0.639 -0.210  C3 1.429, N5 1.351, C8 1.460
5 N -0.807 -0.710 -0.123  C4 1.351, C6 1.437, C7 1.502
6 C 0.554 -1.165 -0.058  C2 1.356, N5 1.437, H13 1.066
7 C -2.297 -0.805 0.048  N5 1.502, C8 1.557, H14 1.047, H15 1.105
8 C -2.262 0.750 -0.032  C4 1.460, C7 1.557, H16 1.079, H17 1.088
9 H 3.383 -0.804 -0.544  C1 1.101
10 H 3.057 0.811 -0.762  C1 1.102
11 H 3.379 -0.012 0.955  C1 1.153
12 H 0.793 2.181 0.267  C3 1.091
13 H 0.950 -2.146 0.078  C6 1.066
14 H -2.464 -1.076 1.045  C7 1.047
15 H -2.878 -1.392 -0.686  C7 1.105
16 H -2.848 1.198 -0.819  C8 1.079
17 H -2.389 1.425 0.812  C8 1.088

energy above the lowest of the compared OMol25 structures with the same formula, charge and spin	65.5	kcal/mol
highest occupied orbital energy	-7.8	eV
spin multiplicity	1
strongest force on any atom	3.90	eV/A
LUMO energy	0.037	Eh
orbital gap	8.80	eV
structure (SMILES)	Cc1cc2n(c1)CC2